Molecular formula: C40H26F3N2O3RuSSb
Method: DFT, ωB97M-V/def2-TZVPD

Last column: Löwdin spin population.
Geometry (Å):
H  0.209  -2.735  2.839  -0.0001
H  1.700  -3.324  -1.155  0.0000
C  -2.318  -0.574  2.357  0.1080
H  -1.196  -2.226  -1.084  0.0003
O  -0.889  2.549  0.958  0.2136
C  3.567  3.900  2.181  0.0019
C  4.005  -0.460  1.228  0.0015
S  1.138  3.801  3.789  0.0004
C  -4.478  -1.195  1.321  0.0707
C  -5.025  -0.310  -0.846  0.0222
C  0.940  -2.874  0.816  0.0051
H  -2.012  -1.265  4.339  -0.0025
H  -2.086  4.034  -4.253  0.0038
H  1.785  -5.769  -0.742  0.0000
C  3.184  -0.674  0.123  0.0067
H  -1.421  0.027  2.333  0.0032
N  -2.857  0.128  0.128  0.1809
C  2.216  3.691  2.342  -0.0014
C  -0.840  -1.507  -1.814  0.0190
H  -5.711  -0.167  -1.668  0.0006
C  0.735  0.226  -2.463  0.0247
H  0.326  -5.187  3.229  0.0000
H  3.573  -0.291  2.209  0.0002
H  -4.166  -2.478  4.445  0.0079
C  -4.141  1.678  -2.948  0.0524
C  0.160  0.270  -3.728  0.0316
C  -5.368  -1.071  0.223  -0.0067
C  -4.797  -1.895  2.483  0.0261
C  3.733  -0.891  -1.135  0.0001
C  -3.197  -0.545  1.233  0.1009
H  -0.614  3.240  -2.427  0.0003
O  1.439  2.659  4.597  0.0072
Ru  -0.813  0.985  -0.359  2.3999
C  4.124  3.596  0.939  -0.0015
C  -3.905  -1.942  3.542  0.1889
H  5.182  3.756  0.780  0.0000
C  -0.006  3.066  1.754  0.0119
C  -2.669  -1.263  3.479  -0.0011
O  1.077  5.101  4.348  0.0048
H  -4.315  3.015  -4.598  0.0004
C  1.436  -5.086  0.022  0.0003
H  4.176  4.296  2.983  0.0002
H  3.110  -1.075  -2.001  0.0001
C  -1.589  2.791  -2.573  0.0318
C  -3.684  2.664  -3.792  0.0416
C  1.046  -5.582  1.257  0.0003
H  3.797  2.898  -1.060  0.0002
C  1.427  3.207  1.320  0.0049
C  0.549  -3.391  2.047  0.0009
H  0.529  0.937  -4.496  0.0012
N  -0.259  3.440  2.953  0.0482
C  1.388  -3.721  -0.196  0.0005
H  1.332  2.609  -0.739  0.0096
C  5.911  -0.674  -0.178  -0.0002
C  -0.905  -0.567  -4.007  0.0163
C  -2.424  3.239  -3.600  0.1101
H  5.572  -1.068  -2.249  0.0000
H  -2.219  -2.127  -3.351  0.0010
C  -3.326  1.230  -1.892  0.0828
C  0.603  -4.757  2.276  0.0001
H  -6.334  -1.559  0.265  -0.0010
C  -2.030  1.785  -1.742  0.0136
F  1.103  -6.892  1.469  0.0001
C  -3.753  0.313  -0.871  0.0629
C  1.976  2.922  0.082  0.0133
H  6.042  -0.310  1.926  0.0001
H  -5.136  1.276  -3.088  0.0003
H  -5.761  -2.383  2.552  -0.0010
C  -1.406  -1.469  -3.074  0.0274
F  7.232  -0.665  -0.335  -0.0001
F  -1.475  -0.503  -5.199  0.0028
C  5.110  -0.893  -1.287  0.0002
H  1.625  0.816  -2.274  0.0037
C  0.248  -0.669  -1.487  0.0240
C  5.381  -0.464  1.084  0.0005
C  3.342  3.108  -0.100  0.0028
Sb  1.094  -0.756  0.557  0.0184

For the HOMO energy (spin up / spin down), the calculation gives -13.927 / -13.896 eV. The calculation puts the energy relative to the best compared isomer or geometry (same formula, charge and spin) at 100.9 kJ/mol. As for the gap between HOMO and LUMO (spin up / spin down): 6.668 / 3.493 eV. The spin multiplicity is 5. Its net charge is +2.

***

Molecular formula: C40H28BrF7PRhS2Sb
Method: DFT, ωB97M-V/def2-TZVPD

Last column: Löwdin charge in e.
Geometry (Å):
H  5.408  -0.905  1.697  0.1125
C  3.046  2.066  -4.329  -0.1165
Sb  -1.258  1.016  1.094  1.5354
C  2.004  -4.538  -3.634  -0.0599
F  -6.164  3.411  4.099  0.0859
C  0.063  2.709  0.975  -0.3569
Br  -1.312  1.265  -2.869  0.9015
F  2.824  5.718  0.908  0.0869
H  1.995  -3.627  -1.695  0.1124
H  1.213  0.468  5.718  0.1246
H  -6.012  -2.919  0.028  0.0952
H  -3.275  -5.077  0.451  0.0865
H  0.705  5.718  2.384  0.1261
H  -2.882  -4.224  1.934  0.0861
H  0.851  -1.108  -4.974  0.1074
C  0.151  0.661  3.855  -0.1049
H  -2.801  0.474  3.755  0.0978
C  -5.516  -2.036  0.428  -0.1197
C  -5.106  2.908  3.454  -0.2684
C  3.344  -0.487  1.311  -0.0544
C  4.610  -0.935  0.973  -0.0523
C  -4.430  1.834  4.011  0.0076
H  5.826  -1.805  -0.554  0.1130
H  2.319  -5.502  -3.265  0.1123
S  -3.675  -0.597  -0.948  0.6786
H  0.954  -3.093  3.385  0.1254
C  -3.500  -4.187  1.037  -0.1099
C  2.578  -0.968  -0.929  -0.3385
H  -0.068  1.711  3.985  0.1050
H  -0.326  -1.865  1.651  0.0227
C  1.913  4.742  0.915  -0.2685
C  1.440  -2.236  -3.241  -0.3575
H  2.946  3.600  -0.575  0.1232
C  0.869  -0.021  4.822  0.0063
H  -4.542  -4.214  1.331  0.0737
P  1.156  -0.884  -2.071  1.0166
C  0.500  1.561  -3.366  -0.5470
H  1.347  -0.158  0.623  0.0256
C  1.150  -1.365  4.628  -0.2726
H  -5.577  -2.077  1.514  0.0933
H  1.902  -5.185  -5.672  0.1112
H  1.167  -2.992  -6.523  0.1120
Rh  -1.003  -0.609  -1.037  -0.0831
H  -4.762  1.427  4.954  0.1252
C  -3.177  -2.962  0.253  -0.7459
H  -0.931  3.860  2.481  0.0988
C  2.082  3.656  0.071  0.0121
C  1.828  -3.486  -2.755  -0.0940
H  4.042  -1.890  -2.218  0.1052
S  -1.583  -2.914  -0.387  0.7108
F  -0.206  3.632  -4.225  0.0973
H  -3.318  3.370  0.637  0.1087
C  1.358  -3.127  -5.469  -0.0616
C  0.002  -1.354  2.552  -0.1585
H  3.135  -0.134  2.307  0.1090
H  -6.052  -1.156  0.084  0.0644
C  -3.629  2.943  1.582  -0.1230
C  1.183  -2.068  -4.600  -0.0784
C  1.494  0.610  -3.125  -0.2980
C  -4.091  -1.970  -0.019  -0.7637
F  1.857  -2.021  5.556  0.0835
H  -5.278  4.307  1.852  0.1253
C  0.721  -2.048  3.503  0.0053
F  4.269  2.272  -4.800  0.1547
C  -3.342  1.313  3.336  -0.1146
C  0.769  2.750  -4.036  -0.2508
C  -4.721  3.472  2.247  0.0068
C  2.343  -0.498  0.361  -0.1229
F  2.311  4.165  -5.126  0.1621
C  2.754  0.884  -3.653  -0.1958
C  -0.094  3.808  1.804  -0.1128
F  3.729  -0.015  -3.542  0.1179
C  -0.279  -0.006  2.718  -0.3768
C  0.823  4.843  1.765  0.0104
C  1.771  -4.361  -4.990  -0.0587
C  4.844  -1.438  -0.298  -0.0550
C  3.836  -1.478  -1.244  -0.0881
C  -2.935  1.874  2.134  -0.3776
C  2.050  3.024  -4.507  -0.1166
C  1.132  2.652  0.094  -0.1376
H  1.233  1.810  -0.583  0.0584

For the HOMO energy (spin up / spin down), the calculation gives -10.488 / -10.486 eV. As for the gap between HOMO and LUMO (spin up / spin down): 5.610 / 5.612 eV. Its net charge is +1.

***

> The lowest net charge belongs to which entry?

C40H28BrF7PRhS2Sb

***

> The highest net charge belongs to which entry?

C40H26F3N2O3RuSSb

***

> Which of these has the highest net charge?

C40H26F3N2O3RuSSb

***

> Among the records above, which one has the highest net charge?

C40H26F3N2O3RuSSb